No. 1
Density functional theory data (ωB97M-V/def2-TZVPD) for a gas-phase ion, C4H12NSi (charge +1) in a non-equilibrium geometry.

Computed properties:
Structure (SMILES) = [SiH3][C@@H]1CCC[NH2+]1
ΔE to the lowest compared entry with this formula, charge and spin = 1.082 eV
Charge = +1
E_LUMO = -0.12302 hartree
Kohn-Sham gap = 0.4405 Eh
DFT total energy = -13701.9247 eV

Geometry as XYZ:
```
18
C4H12NSi (ωB97M-V/def2-TZVPD)
C 1.655 0.645 -0.263
C 0.315 1.313 0.131
C 1.615 -0.820 0.146
C -0.531 0.167 0.565
N 0.152 -1.040 -0.173
Si -2.532 -0.066 -0.037
H 1.628 0.587 -1.346
H 2.489 1.294 -0.011
H 0.535 1.974 0.877
H -0.109 1.883 -0.638
H 2.370 -1.294 -0.473
H 1.771 -1.200 1.203
H -0.307 0.047 1.565
H -0.111 -0.913 -1.129
H -0.075 -2.063 0.113
H -3.094 1.144 0.447
H -3.203 -1.309 0.443
H -2.565 -0.348 -1.419
```

Here are the natural (NBO) charges for atoms 1 to 2, given in e: -0.414 -0.444



No. 2
Density functional theory data (ωB97M-V/def2-TZVPD) for 8 unconnected molecules or ions with the total composition C16H48I2N2O11PS in a non-equilibrium geometry.

Computed properties:
Charge = +1
E_LUMO = -0.17693 hartree
Kohn-Sham gap = 0.2314 Eh
DFT total energy = -79189.6038 eV

Geometry as XYZ:
```
81
C16H48I2N2O11PS (ωB97M-V/def2-TZVPD)
C 0.725 2.172 0.957
C 0.229 0.851 1.510
I 1.638 0.276 3.061
C 0.302 -0.285 0.490
C -0.535 -0.024 -0.772
N 0.335 -0.052 -1.959
C -0.349 0.687 -3.057
C 0.388 0.468 -4.371
C 0.132 1.571 -5.415
O -0.718 1.147 -6.473
C -1.849 0.351 -3.131
N -2.196 -0.915 -2.415
I -1.413 -2.531 -3.506
C -1.789 -0.889 -0.949
S -3.197 -0.048 -0.128
P -1.728 -2.578 -0.192
O -1.915 -2.428 1.246
O -2.928 -3.430 -0.759
O -0.333 -3.262 -0.444
H -0.041 2.567 0.289
H 1.659 2.070 0.419
H 0.793 2.883 1.768
H -0.726 0.914 2.013
H 0.098 -1.210 1.012
H 1.346 -0.327 0.192
H -0.876 1.010 -0.709
H 1.106 0.564 -1.725
H -0.271 1.753 -2.845
H 1.449 0.506 -4.143
H 0.171 -0.481 -4.842
H -0.241 2.480 -4.948
H 1.077 1.817 -5.877
H -1.640 1.251 -6.200
H -2.176 0.309 -4.160
H -2.395 1.143 -2.632
H -3.212 -1.025 -2.440
H -2.629 0.318 1.030
H -3.334 -3.860 0.016
H -0.154 -3.835 0.326
C 1.542 2.069 7.236
O 1.639 3.079 6.231
H 0.902 2.430 8.035
H 1.106 1.159 6.814
H 2.530 1.851 7.644
H 2.212 2.735 5.540
C 1.241 -5.766 -5.273
O 0.582 -4.496 -5.343
H 1.757 -5.822 -4.319
H 0.516 -6.579 -5.336
H 1.968 -5.861 -6.080
H 0.130 -4.451 -6.192
C 4.293 -2.685 5.479
O 3.644 -1.420 5.395
H 4.772 -2.748 6.452
H 3.570 -3.499 5.385
H 5.056 -2.782 4.702
H 3.220 -1.364 4.533
C -0.473 5.342 -6.898
O -0.629 4.914 -5.543
H -0.242 4.466 -7.499
H -1.395 5.795 -7.267
H 0.345 6.059 -6.983
H -0.833 5.691 -5.014
C -7.253 2.109 0.059
O -5.927 1.648 0.324
H -7.600 2.644 0.938
H -7.263 2.787 -0.797
H -7.923 1.268 -0.133
H -5.625 1.176 -0.458
C 4.406 -1.798 -0.672
O 3.772 -0.520 -0.748
H 4.891 -1.870 0.297
H 3.669 -2.600 -0.764
H 5.158 -1.902 -1.456
H 3.348 -0.463 -1.611
C 0.350 -0.242 10.483
O 1.368 0.725 10.248
H -0.533 0.062 9.927
H 0.665 -1.230 10.138
H 0.100 -0.292 11.546
H 2.148 0.451 10.742
```

Here are the Löwdin charges for atoms 1 to 2, given in e: -0.165 -0.722



- What is the formula in the first record?
  C4H12NSi



- Which formula does entry 2 have?
  C16H48I2N2O11PS



- E_LUMO of number 1 (C4H12NSi)?
  -0.12302 hartree



- Which of these has the highest E_LUMO?
  C4H12NSi